No. 1
Entry from the Open Molecules 2025 dataset: a molecular structure, C5H4O (ωB97M-V with the def2-TZVPD basis set).

```
10
Properties=species:S:1:pos:R:3:forces:R:3
C -2.12249 0.28093 0.02488 -0.70 -4.33 -0.07
C -0.75864 -0.54608 0.19836 0.45 2.59 0.50
C 0.39604 0.19449 0.29918 -1.69 3.51 -4.40
C 1.81949 -0.00248 -0.06677 -2.90 -0.40 2.17
C 2.99956 -0.18867 -0.08673 -2.75 0.70 0.08
H -2.28039 1.33343 0.02627 1.24 1.45 0.22
H -0.82443 -1.63253 0.23842 -0.16 0.27 -0.01
H 0.03426 1.41410 -0.12451 1.44 -3.33 1.96
H 3.89817 -0.51252 -0.34207 3.61 -0.91 -0.69
O -3.16156 -0.34068 -0.16703 1.45 0.45 0.24
```
Forces are in eV/Å.

## Properties
- LUMO (eV) = -0.52
- spin multiplicity = 1
- ΔE to the lowest compared entry with this formula, charge and spin (eV) = 3.336

***

No. 2
Entry from the Open Molecules 2025 dataset: a single C6H19N5 molecule (ωB97M-V with the def2-TZVPD basis set).

```
30
Properties=species:S:1:pos:R:3:forces:R:3
C -0.50349 -0.77431 -2.27650 -2.48 -0.34 -0.18
C 0.78485 -0.95316 -1.59014 1.57 0.31 0.09
C 0.96871 -0.37249 -0.20345 -0.45 -1.73 1.46
C 0.46099 -1.32787 0.90165 -2.64 -1.30 0.78
C 1.25151 -2.63346 0.98902 0.21 -1.26 -0.04
N 0.33368 0.90153 -0.13500 0.81 3.20 0.68
N 1.16468 1.88181 -0.83232 0.77 -0.43 -0.77
N 0.20948 1.49580 1.26042 -0.88 -1.63 -1.14
N -1.15703 1.84802 1.53564 1.24 -2.46 1.15
C -1.84720 2.37186 0.44526 -1.92 -1.60 -2.18
N -1.86346 0.71310 1.99429 -0.04 -1.63 1.60
H -1.34698 -0.82683 -1.56381 0.30 -0.44 0.00
H -0.71089 0.23623 -2.67275 0.50 -0.63 -0.59
H -0.62767 -1.67193 -2.96354 -0.13 1.70 0.21
H 1.58774 -0.53319 -2.17727 0.32 -0.02 -0.61
H 0.94647 -2.01291 -1.57557 0.52 -0.54 0.36
H 2.04223 -0.24071 0.03235 0.03 -0.24 -0.16
H -0.59434 -1.87390 0.82248 1.34 2.09 -0.65
H 0.34708 -0.67115 1.81484 0.71 -1.33 -0.65
H 0.84756 -3.42816 1.66966 0.49 1.42 0.65
H 1.09339 -3.32677 0.12502 0.47 1.29 -0.31
H 2.31859 -2.42967 1.12114 -0.04 -0.54 0.15
H 0.92594 1.88340 -1.83764 0.05 -0.09 0.82
H 2.22139 1.67677 -0.78104 -2.02 -0.05 0.12
H 0.68366 2.37049 1.22861 0.57 0.67 -0.37
H -1.23871 3.09912 0.01496 0.82 1.21 -1.18
H -2.25424 1.59782 -0.33217 1.26 1.02 0.98
H -2.74756 2.79762 0.77703 -1.14 0.89 0.74
H -1.91643 -0.13208 1.36093 0.43 1.59 0.08
H -1.37997 0.33503 2.84790 -0.67 0.88 -1.06
```
Forces are in eV/Å.

## Properties
- LUMO (eV) = 0.90
- SMILES = CCC(CC)N(N)NN(C)N
- spin multiplicity = 1
- ΔE to the lowest compared entry with this formula, charge and spin (eV) = 0.000

***

No. 3
Entry from the Open Molecules 2025 dataset: 3 unconnected molecules or ions with the total composition C12H30FN2O7P2 (ωB97M-V with the def2-TZVPD basis set).

```
54
Properties=species:S:1:pos:R:3:forces:R:3
C -0.79218 -4.56558 -1.13751 -0.09 -0.06 -0.13
C 0.19735 -3.42582 -1.05796 -0.17 0.00 0.18
F 0.53177 -3.30862 0.33301 0.06 -0.06 -0.09
C -0.26903 -2.04335 -1.52808 0.42 0.04 0.50
N -1.42714 -1.59674 -0.72590 -0.02 -0.51 -0.26
P -2.98280 -1.51862 -1.24090 -0.39 0.19 0.55
N -3.97339 -1.28783 -0.06542 0.18 -0.23 -0.24
O -2.91792 -0.32857 -2.30341 -0.06 -0.24 -0.23
O -3.30126 -2.84869 -2.10458 -0.29 0.23 -0.15
P 1.06719 -0.80075 -1.15462 -0.50 0.54 -0.35
O 0.72446 0.63687 -1.27692 0.20 0.06 0.14
C -0.43526 -2.00571 -3.11695 0.01 -1.11 0.53
O -0.54104 -3.11964 -3.65785 -0.11 -0.43 -0.16
O -0.37809 -0.89563 -3.60356 0.10 1.44 -0.62
H -0.28484 -5.50789 -0.91725 -0.01 0.08 0.12
H -1.60541 -4.42316 -0.42228 0.08 0.03 0.00
H -1.20833 -4.61859 -2.13854 0.04 0.07 -0.03
H 1.12624 -3.68359 -1.56983 -0.02 0.05 -0.02
H -1.41287 -2.00347 0.20196 0.10 0.26 0.12
H -4.66750 -2.02230 -0.00423 0.00 0.07 0.11
H -3.63743 -0.39222 -2.94239 0.05 0.29 0.05
H -3.52757 -2.66704 -3.02305 0.33 -0.21 -0.07
H 2.12278 -1.22684 -1.98654 0.06 -0.16 0.06
H 1.50759 -1.09681 0.14454 0.12 -0.25 -0.01
C 6.02894 0.03713 2.88369 -0.06 0.02 0.05
C 5.32961 -0.05875 1.53676 0.06 0.08 -0.03
O 3.92192 -0.04443 1.61398 -0.07 -0.19 -0.02
C 3.32070 1.10872 2.17642 -0.06 0.09 0.03
C 3.62021 2.39288 1.42432 0.08 -0.04 -0.09
H 5.70636 -0.77326 3.53886 0.01 -0.01 0.00
H 7.10939 -0.03193 2.74773 0.01 -0.02 -0.01
H 5.81726 0.98131 3.38736 0.03 0.02 -0.03
H 5.57544 -1.01041 1.06421 -0.02 0.00 -0.01
H 5.69022 0.73058 0.86573 0.00 0.02 0.03
H 3.59171 1.20613 3.23542 0.05 0.01 -0.02
H 2.24996 0.91093 2.13903 0.00 -0.03 -0.02
H 4.68367 2.64116 1.43818 -0.01 0.02 0.05
H 3.07776 3.22151 1.88043 -0.03 0.00 0.00
H 3.30254 2.30250 0.38501 -0.04 0.00 0.01
C -4.16034 2.06457 1.48620 0.01 0.03 -0.02
C -3.18386 3.23092 1.49861 -0.06 -0.02 0.02
O -1.87363 2.89302 1.10103 0.04 0.08 -0.02
C -1.74411 2.37092 -0.22504 0.00 -0.01 0.03
C -2.19885 3.33058 -1.30945 -0.06 0.07 0.06
H -3.80130 1.25453 2.12047 0.00 -0.03 0.00
H -5.13575 2.39426 1.85364 0.02 0.01 0.02
H -4.30091 1.64821 0.48973 -0.01 -0.01 -0.01
H -3.08264 3.61279 2.51772 0.02 0.01 -0.01
H -3.57414 4.05848 0.88988 0.00 -0.03 -0.02
H -2.27280 1.41964 -0.31206 -0.05 -0.01 0.02
H -0.68973 2.14793 -0.35508 0.02 -0.04 0.05
H -3.26162 3.57496 -1.23598 -0.01 -0.06 -0.03
H -2.02528 2.87006 -2.28226 0.04 -0.01 0.00
H -1.63602 4.26564 -1.25632 0.01 -0.01 -0.02
```
Forces are in eV/Å.

## Properties
- LUMO (eV) = 2.81
- charge = -1
- spin multiplicity = 1

***

No. 4
Entry from the Open Molecules 2025 dataset: a single C5H11NOS molecule (ωB97M-V with the def2-TZVPD basis set).

```
19
Properties=species:S:1:pos:R:3:forces:R:3
O 2.00260 -1.52962 0.51925 -1.11 0.36 0.16
C 1.49384 -0.67612 -0.49994 -1.38 -0.08 -0.07
C 0.08316 -0.14875 -0.14170 -0.44 -0.47 1.10
C -0.96200 -1.32770 -0.18543 0.71 1.43 -1.13
S -2.64475 -0.88042 0.27864 -0.34 0.03 0.43
C 0.11905 0.70764 1.13133 1.58 0.70 0.86
C -0.19733 1.93820 0.26182 0.67 0.53 -0.15
N -0.31169 1.06016 -0.93774 -0.49 -0.10 -0.45
H 2.88644 -1.75163 0.26663 0.78 -0.29 -0.10
H 1.34121 -1.23287 -1.41932 0.48 -0.06 -0.50
H 2.13284 0.17937 -0.62810 0.34 0.40 -0.32
H -0.67604 -2.16692 0.45633 0.09 0.12 -0.39
H -1.00536 -1.55327 -1.26959 0.14 -0.68 0.66
H -2.95560 -0.09956 -0.76583 0.09 -0.10 -0.01
H 1.06798 0.72701 1.76051 -0.92 -0.07 -1.14
H -0.64696 0.50332 1.82853 -1.08 -0.38 0.62
H 0.65723 2.65364 0.15164 -0.69 -0.49 0.09
H -1.10397 2.52504 0.50959 0.40 -0.45 -0.07
H -1.28064 1.07249 -1.31663 1.15 -0.40 0.44
```
Forces are in eV/Å.

## Properties
- LUMO (eV) = 0.82
- SMILES = OC[C@@]1(CS)CCN1
- spin multiplicity = 1
- ΔE to the lowest compared entry with this formula, charge and spin (eV) = 2.290